1.
{"formula": "C36H60FN5PS3SiTm", "method": "ωB97M-V/def2-TZVPD", "symbols": ["Tm", "C", "Si", "C", "C", "N", "C", "C", "C", "C", "C", "C", "F", "H", "H", "H", "H", "H", "H", "H", "H", "H", "H", "H", "H", "H", "C", "C", "S", "C", "C", "S", "C", "C", "S", "H", "H", "H", "H", "H", "H", "H", "H", "H", "H", "H", "H", "C", "C", "C", "C", "C", "C", "H", "H", "H", "H", "H", "N", "P", "N", "C", "C", "C", "C", "C", "N", "C", "C", "C", "C", "C", "N", "C", "C", "C", "C", "C", "H", "H", "H", "H", "H", "H", "H", "H", "H", "H", "H", "H", "H", "H", "H", "H", "H", "H", "H", "H", "H", "H", "H", "H", "H", "H", "H", "H", "H", "H"], "positions_angstrom": [[-0.103, 1.017, 0.728], [0.190, 5.082, 3.296], [-0.701, 4.300, 1.850], [-2.089, 5.442, 1.334], [0.552, 4.163, 0.464], [-1.192, 2.662, 2.064], [-1.840, 2.213, 3.186], [-2.435, 2.996, 4.197], [-3.013, 2.432, 5.324], [-3.045, 1.055, 5.511], [-2.498, 0.240, 4.526], [-1.954, 0.845, 3.427], [-1.412, 0.017, 2.429], [0.424, 6.124, 3.059], [1.129, 4.556, 3.491], [-0.394, 5.072, 4.219], [-1.703, 6.452, 1.158], [-2.857, 5.509, 2.111], [-2.576, 5.093, 0.419], [0.797, 5.122, 0.003], [0.181, 3.525, -0.350], [1.490, 3.741, 0.843], [-2.432, 4.074, 4.082], [-3.449, 3.084, 6.072], [-3.487, 0.620, 6.396], [-2.497, -0.840, 4.610], [2.735, 3.736, -3.904], [3.218, 2.593, -3.001], [1.901, 1.897, -2.000], [0.918, 1.013, -3.223], [-0.264, 1.802, -3.784], [-1.194, 2.660, -2.481], [-1.012, 4.444, -2.864], [0.134, 4.964, -3.732], [1.806, 5.027, -3.015], [2.107, 3.353, -4.708], [3.595, 4.222, -4.366], [3.966, 2.952, -2.293], [3.669, 1.795, -3.593], [0.528, 0.166, -2.664], [1.574, 0.648, -4.018], [-0.954, 1.113, -4.271], [0.043, 2.531, -4.528], [-0.980, 4.925, -1.885], [-1.942, 4.745, -3.346], [-0.108, 6.001, -3.962], [0.191, 4.454, -4.691], [4.167, 1.154, 3.672], [2.943, 0.705, 4.146], [1.864, 0.588, 3.274], [1.942, 0.912, 1.911], [3.200, 1.357, 1.475], [4.293, 1.478, 2.325], [5.013, 1.252, 4.342], [2.826, 0.447, 5.192], [0.926, 0.234, 3.698], [3.344, 1.614, 0.429], [5.244, 1.830, 1.940], [-0.567, -0.449, -0.801], [-0.423, -1.984, -0.731], [-1.184, -2.736, -2.023], [-1.638, -1.905, -3.148], [-1.805, -2.764, -4.393], [-2.918, -3.802, -4.188], [-2.941, -4.297, -2.730], [-1.570, -4.147, -2.082], [-1.094, -2.841, 0.555], [-0.313, -2.910, 1.801], [-1.188, -3.383, 2.959], [-2.140, -4.480, 2.493], [-3.109, -3.939, 1.424], [-2.541, -2.684, 0.757], [1.151, -2.531, -0.712], [2.298, -1.651, -0.454], [3.510, -2.174, -1.209], [3.946, -3.530, -0.631], [2.733, -4.316, -0.104], [1.460, -3.955, -0.863], [-0.915, -1.112, -3.327], [-2.592, -1.409, -2.918], [-0.854, -3.262, -4.605], [-2.029, -2.127, -5.250], [-2.774, -4.641, -4.873], [-3.883, -3.355, -4.438], [-3.254, -5.342, -2.679], [-3.664, -3.720, -2.147], [-0.840, -4.736, -2.653], [-1.584, -4.549, -1.072], [0.161, -1.955, 2.058], [0.498, -3.628, 1.662], [-1.765, -2.547, 3.365], [-0.541, -3.743, 3.759], [-2.697, -4.879, 3.343], [-1.552, -5.307, 2.084], [-4.077, -3.696, 1.870], [-3.290, -4.705, 0.667], [-2.769, -1.796, 1.356], [-3.009, -2.526, -0.214], [2.538, -1.591, 0.613], [2.056, -0.645, -0.781], [4.324, -1.448, -1.149], [3.242, -2.278, -2.265], [4.650, -3.366, 0.187], [4.475, -4.111, -1.391], [2.584, -4.097, 0.956], [2.901, -5.391, -0.186], [0.622, -4.551, -0.496], [1.593, -4.213, -1.923]], "spin_multiplicity": 3, "s2": 2.0021, "relative_energy_ev": 0.000, "e_homo_ev": [-7.4, -7.4], "gap_ev": [7.701, 7.703]}


2.
{"formula": "C36H60N4O14", "method": "ωB97M-V/def2-TZVPD", "symbols": ["C", "C", "C", "N", "C", "H", "H", "H", "H", "H", "C", "C", "C", "N", "C", "H", "H", "H", "H", "H", "C", "C", "C", "N", "C", "H", "H", "H", "H", "H", "C", "C", "C", "N", "C", "H", "H", "H", "H", "H", "C", "O", "C", "O", "O", "C", "H", "H", "H", "H", "H", "H", "C", "O", "C", "O", "O", "C", "H", "H", "H", "H", "H", "H", "C", "O", "C", "O", "O", "C", "H", "H", "H", "H", "H", "H", "C", "O", "C", "O", "O", "C", "H", "H", "H", "H", "H", "H", "C", "C", "C", "O", "C", "H", "H", "H", "H", "H", "H", "H", "H", "C", "C", "C", "O", "C", "H", "H", "H", "H", "H", "H", "H", "H"], "positions_angstrom": [[-2.979, 2.835, -1.436], [-3.347, 2.412, -0.113], [-2.498, 1.416, 0.224], [-1.649, 1.145, -0.786], [-1.935, 2.013, -1.841], [-3.448, 3.599, -2.084], [-4.270, 2.637, 0.442], [-2.373, 0.811, 1.116], [-0.765, 0.621, -0.669], [-1.417, 1.952, -2.810], [2.370, -2.967, 3.414], [1.814, -3.618, 4.565], [2.606, -3.191, 5.628], [3.489, -2.242, 5.183], [3.344, -2.112, 3.793], [2.078, -3.160, 2.395], [1.049, -4.349, 4.626], [2.633, -3.465, 6.697], [4.297, -1.936, 5.739], [3.927, -1.441, 3.187], [0.688, 2.202, 5.416], [-0.320, 1.655, 4.642], [-0.109, 0.314, 4.474], [1.065, 0.020, 5.104], [1.527, 1.158, 5.811], [0.764, 3.229, 5.789], [-1.203, 2.116, 4.182], [-0.583, -0.452, 3.868], [1.412, -0.897, 5.312], [2.407, 1.212, 6.374], [0.486, -1.343, -0.555], [0.460, -0.793, 0.756], [1.724, -0.311, 1.056], [2.526, -0.547, -0.064], [1.763, -1.232, -1.040], [-0.346, -1.770, -1.085], [-0.316, -0.954, 1.477], [2.161, 0.105, 1.947], [3.479, -0.201, -0.192], [2.182, -1.474, -2.009], [4.440, 2.902, 3.013], [4.642, 3.100, 1.626], [4.792, 1.916, 0.997], [4.594, 0.852, 1.512], [5.133, 2.011, -0.259], [5.464, 3.348, -0.606], [5.168, 2.181, 3.351], [3.452, 2.595, 3.163], [4.612, 3.872, 3.395], [5.636, 3.237, -1.669], [6.421, 3.667, -0.104], [4.624, 3.983, -0.455], [-1.545, -4.047, -6.335], [-0.947, -4.940, -5.391], [-0.135, -4.417, -4.516], [0.105, -3.257, -4.369], [0.394, -5.386, -3.773], [1.389, -5.002, -2.785], [-1.915, -4.710, -7.127], [-0.806, -3.315, -6.714], [-2.357, -3.502, -5.881], [2.234, -4.553, -3.307], [1.823, -5.885, -2.366], [0.912, -4.284, -2.100], [-2.722, -2.526, -2.527], [-4.141, -2.785, -2.516], [-4.930, -1.690, -2.642], [-6.135, -1.881, -2.681], [-4.302, -0.516, -2.631], [-5.168, 0.632, -2.785], [-2.475, -2.332, -3.535], [-2.194, -3.410, -2.198], [-2.413, -1.682, -1.914], [-5.995, 0.423, -3.441], [-4.481, 1.413, -3.157], [-5.528, 0.895, -1.807], [0.367, 3.021, 1.540], [0.664, 4.143, 2.382], [0.055, 5.310, 2.171], [0.124, 6.286, 2.869], [-0.626, 5.267, 1.031], [-1.213, 6.558, 0.789], [0.970, 3.178, 0.642], [-0.657, 2.999, 1.284], [0.616, 2.087, 2.057], [-2.047, 6.746, 1.461], [-1.646, 6.449, -0.215], [-0.473, 7.367, 0.860], [1.176, 1.423, -4.768], [2.140, 1.590, -3.584], [3.408, 0.694, -3.932], [3.334, 0.569, -5.342], [1.931, 0.308, -5.574], [1.000, 2.351, -5.331], [0.202, 1.074, -4.459], [1.758, 1.225, -2.621], [2.424, 2.630, -3.478], [3.298, -0.182, -3.319], [4.345, 1.231, -3.736], [1.666, -0.708, -5.241], [1.683, 0.343, -6.633], [-4.556, -3.186, 2.585], [-4.875, -1.705, 2.469], [-4.321, -1.470, 1.065], [-3.066, -2.180, 0.994], [-3.201, -3.335, 1.802], [-5.284, -3.793, 2.100], [-4.463, -3.604, 3.597], [-4.376, -1.075, 3.223], [-5.925, -1.488, 2.529], [-4.136, -0.458, 0.794], [-5.026, -1.922, 0.350], [-2.442, -3.487, 2.556], [-3.162, -4.159, 1.087]], "spin_multiplicity": 1, "e_homo_ev": -8.2, "smiles": "c1cc[nH]c1.c1cc[nH]c1.c1cc[nH]c1.c1cc[nH]c1.COC(=O)OC.COC(=O)OC.COC(=O)OC.COC(=O)OC.C1CCOC1.C1CCOC1", "gap_ev": 8.645}


The calculation returns the following total energy values, one per record and in order: -127679.5729, -72927.3041 eV.